54
Properties=species:S:1:pos:R:3:forces:R:3 method="wB97M-V/def2-TZVPD" relative_energy_kj_mol=240.1 charge=+1 orbital_gap_ev=5.02
C 4.196 0.448 -1.967 -0.1 -0.3 0.1
C 4.149 1.112 -0.588 0.0 0.3 -0.2
C 3.285 0.388 0.457 0.3 0.1 0.1
C 2.219 -0.550 -0.090 0.1 0.2 -2.0
N 1.475 -1.177 0.851 -0.6 -0.7 0.4
C 1.618 -0.915 2.266 0.1 0.2 0.5
C 0.507 -1.719 2.954 0.1 0.3 0.1
C -0.225 -2.500 1.854 0.1 -0.2 -0.2
C 0.334 -1.999 0.510 -0.1 0.2 0.3
C 2.016 -0.742 -1.440 0.2 0.2 1.7
C 2.784 0.041 -2.442 0.6 0.6 -0.5
H 4.656 1.144 -2.682 -0.1 -0.2 0.1
H 4.840 -0.439 -1.925 -0.1 0.0 0.0
H 5.166 1.209 -0.191 -0.2 0.0 -0.1
H 3.774 2.137 -0.707 0.0 -0.2 0.0
H 3.955 -0.169 1.138 -0.4 0.0 -0.3
H 2.829 1.173 1.088 0.0 -0.5 -0.2
H 2.613 -1.219 2.629 -0.3 0.1 -0.1
H 1.510 0.162 2.489 0.0 -0.4 -0.1
H 0.945 -2.387 3.699 -0.2 0.1 0.0
H -0.169 -1.024 3.460 0.1 -0.3 0.0
H -0.022 -3.570 1.955 -0.1 0.1 0.0
H -1.305 -2.343 1.899 0.1 -0.1 0.1
H -0.436 -1.417 -0.036 0.3 0.0 0.0
H 0.620 -2.842 -0.137 0.2 0.1 0.0
H 1.257 -1.432 -1.821 0.2 0.2 0.3
H 2.259 0.979 -2.683 0.0 -0.2 -0.1
H 2.855 -0.527 -3.375 0.1 0.1 0.0
C -2.929 -2.435 -5.033 -0.4 -0.2 0.1
C -2.919 -1.385 -3.911 0.3 0.4 0.0
C -2.275 -2.056 -2.692 -0.5 0.7 0.3
N -1.591 -3.243 -3.232 1.4 -1.5 1.5
C -0.852 -4.044 -2.495 -1.8 0.7 -0.6
C -0.366 -5.311 -3.002 1.0 -1.3 -0.7
C 0.430 -5.373 -4.176 -0.6 0.1 0.4
C 0.832 -6.599 -4.692 0.1 -0.1 0.2
C 0.503 -7.789 -4.025 -0.2 0.4 0.2
C -0.266 -7.745 -2.852 0.3 0.1 -0.3
C -0.691 -6.523 -2.339 0.1 0.8 -0.1
C -1.962 -3.548 -4.616 -0.1 0.1 -1.2
H -3.927 -2.869 -5.132 0.1 0.1 -0.1
H -2.645 -2.013 -5.999 -0.1 0.0 0.2
H -2.324 -0.513 -4.204 -0.2 -0.1 0.0
H -3.928 -1.042 -3.669 0.2 0.0 -0.1
H -1.566 -1.406 -2.157 -0.1 -0.3 -0.3
H -3.058 -2.355 -1.974 0.4 -0.2 -0.2
H -0.768 -3.812 -1.427 0.0 0.1 -0.4
H 0.716 -4.438 -4.666 0.0 -0.4 0.1
H 1.422 -6.620 -5.611 -0.2 -0.1 0.4
H 0.862 -8.743 -4.412 -0.2 0.3 0.1
H -0.511 -8.670 -2.328 0.0 0.3 -0.2
H -1.304 -6.471 -1.437 0.2 -0.2 -0.2
H -2.447 -4.535 -4.705 0.4 0.2 0.4
H -1.084 -3.567 -5.274 -0.3 0.1 0.4